C5H7N2 | wB97M-V/def2-TZVPD

Atoms and positions in Å:
1 N -3.34211 1.45288 -1.87556
2 N 1.26233 -1.33342 0.14563
3 C -0.57312 0.55646 0.49740
4 C 0.71647 0.13449 -0.15665
5 C 0.02745 0.33656 -1.57968
6 C -1.09416 0.85960 -0.86871
7 C -2.26735 1.26828 -1.41240
8 H -4.12731 1.93172 -2.31908
9 H -0.37961 1.47337 0.95552
10 H 0.44193 -1.87432 -0.27020
11 H -1.19311 0.06915 1.33899
12 H 1.60338 0.86285 -0.08122
13 H 2.04673 -1.58809 -0.48601
14 H 1.42585 -1.59653 1.11952

Summary:
- LUMO: -4.2 eV
- Calculated total energy: -303.7815 Eh
- Maximum force: 3.619 eV/A
- Frontier orbital gap: 7.900 eV
- ΔE to the lowest compared entry with this formula, charge and spin: 623.5 kJ/mol
- Total charge: +1


C5H7NO | wB97M-V/def2-TZVPD

Atoms and positions in Å:
1 O 1.21412 2.14205 -0.97457
2 N -0.61989 1.33936 0.22694
3 C -0.78444 -1.11748 -0.23315
4 C 0.54099 -1.21601 -0.15349
5 C -1.51248 0.18093 -0.00932
6 C 0.69434 1.26128 -0.34644
7 C 1.40789 -0.01039 0.16087
8 H 1.58507 0.01954 1.25596
9 H -2.14617 0.11072 0.88520
10 H 1.03400 -2.17048 -0.32344
11 H 2.38958 -0.04250 -0.30097
12 H -2.20052 0.37906 -0.83952
13 H -0.20856 1.10751 1.13609
14 H -1.39391 -1.98360 -0.48415

Summary:
- LUMO: 0.7 eV
- Calculated total energy: -324.6737 Eh
- Maximum force: 1.493 eV/A
- Frontier orbital gap: 10.233 eV
- ΔE to the lowest compared entry with this formula, charge and spin: 133.2 kJ/mol
- Total charge: 0


C2H6Se | wB97M-V/def2-TZVPD

Atoms and positions in Å:
1 Se -1.97762 0.19659 -0.18324
2 C -0.31907 -0.72802 -0.31246
3 C 1.10311 0.37281 0.65198
4 H 0.17241 -0.69018 -1.39198
5 H 1.81754 0.62624 -0.09080
6 H 0.58801 1.23224 1.04033
7 H -0.47855 -1.58382 0.34663
8 H 1.51148 -0.28708 1.31540
9 H -2.41730 0.86123 -1.37586

Summary:
- LUMO: 0.9 eV
- Calculated total energy: -2481.1216 Eh
- Maximum force: 5.180 eV/A
- Frontier orbital gap: 9.112 eV
- ΔE to the lowest compared entry with this formula, charge and spin: 186.1 kJ/mol
- Total charge: 0